Formula: C7H13BIrN4
Source: OMol25
Level of theory: the ωB97M-V functional and the def2-TZVPD basis

charge	+2
gap between HOMO and LUMO (spin up / spin down)	5.3 / 5.8	eV
energy	-621.7621	hartree
2S+1	6
energy above the lowest of the compared OMol25 structures with the same formula, charge and spin	100.8	kJ/mol

Last column: Mulliken spin population.
Geometry (Å):
Ir1 -0.7851 0.3589 -1.2288  2.017
N1 1.2446 -0.8923 0.4649  0.280
N2 -0.0131 0.9866 1.5336  0.292
N3 -1.0402 1.0826 0.6294  0.004
N4 0.3794 -1.1007 -0.5820  0.006
C1 1.9710 -2.0214 0.6345  0.133
C2 -0.4138 1.5445 2.7087  0.094
C3 -2.1100 1.6872 1.2398  0.439
C4 0.5784 -2.3582 -1.1042  0.507
C5 1.5650 -2.9648 -0.3131  0.328
C6 -1.7309 1.9764 2.5704  0.305
C7 -0.2106 0.1409 -3.0952  0.133
B1 1.4539 0.5400 1.1315  0.082
H1 0.8711 0.0153 -3.0758  -0.015
H2 1.9417 -3.9730 -0.4203  0.002
H3 -0.6503 -0.7795 -3.4737  0.072
H4 -3.0462 1.8914 0.7474  -0.001
H5 -2.3772 0.4378 -1.7250  0.182
H6 2.1259 0.3804 2.1540  0.007
H7 0.2643 1.5730 3.5696  0.008
H8 0.0444 -2.7212 -1.9737  0.010
H9 -0.4958 1.0258 -3.6566  0.027
H10 2.7022 -2.0766 1.4423  0.010
H11 1.9543 1.3354 0.3500  0.082
H12 -1.8934 1.4616 -1.8712  -0.002
H13 -2.3298 2.4499 3.3436  -0.001


Formula: C7H13BN3O3
Source: OMol25
Level of theory: the ωB97M-V functional and the def2-TZVPD basis

charge	+1
gap between HOMO and LUMO	9.6	eV
energy	-689.1348	hartree
energy above the lowest of the compared OMol25 structures with the same formula, charge and spin	200.4	kJ/mol

Last column: Mulliken charge in e.
Geometry (Å):
O1 0.3426 0.4568 2.8876  -0.454
O2 -2.5311 0.9438 0.2533  -0.493
O3 -1.6318 -1.1358 0.6893  -0.285
N1 0.7208 -0.1390 -0.5448  0.264
N2 2.1184 -0.7894 1.7088  0.498
N3 -0.4390 1.0512 -1.9395  0.130
C1 3.2946 -1.1865 0.9933  -0.668
C2 -2.8097 -1.3673 1.4684  -0.739
C3 -1.5897 1.6977 -2.4532  -0.816
C4 -0.4618 0.3917 -0.7273  0.309
C5 1.5557 0.2372 -1.5536  -0.284
C6 -1.6734 0.1382 0.2109  0.578
C7 0.7935 0.9568 -2.4464  -0.402
B1 1.2778 -0.3278 2.5411  -0.610
H1 2.9030 -2.1039 0.3849  0.264
H2 0.2941 1.0820 3.6118  0.353
H3 -1.2611 2.3587 -3.3094  0.315
H4 3.7075 -0.4272 0.4007  0.280
H5 1.2525 1.5894 -3.1631  0.378
H6 -3.2314 -0.4894 1.9252  0.366
H7 -2.0971 2.1440 -1.5677  0.332
H8 2.6089 -0.0245 -1.7999  0.378
H9 -2.2437 0.8691 -2.8401  0.314
H10 -2.4384 -1.9976 2.3057  0.266
H11 4.1581 -1.5518 1.7783  0.251
H12 0.8877 -0.5110 0.4405  0.184
H13 -3.5074 -1.8657 0.7451  0.293


Formula: C7H13BO3
Source: OMol25
Level of theory: the ωB97M-V functional and the def2-TZVPD basis

gap between HOMO and LUMO	8.4	eV
energy	-524.9730	hartree
energy above the lowest of the compared OMol25 structures with the same formula, charge and spin	414.3	kJ/mol

Last column: Mulliken charge in e.
Geometry (Å):
O1 -0.8138 0.9135 -0.6964  -0.449
O2 1.3298 2.1279 0.7537  -0.544
O3 1.7433 -0.6530 0.6111  -0.611
C1 -0.6059 -0.2463 -0.0755  0.092
C2 -1.3109 -1.7268 2.0454  -0.434
C3 0.3355 1.3737 -1.4909  0.355
C4 -2.0707 -2.4037 1.0582  -0.556
C5 0.8496 -0.7762 -0.5062  -0.130
C6 1.1018 0.1355 -1.6767  -1.192
C7 1.1243 2.4866 -0.6514  -0.731
B1 -1.6768 -0.8466 0.7108  0.363
H1 -1.5931 -3.1071 0.3817  0.233
H2 0.8251 -0.3415 -2.5666  0.438
H3 -2.4024 0.1392 0.6351  -0.197
H4 2.0855 2.4213 -1.0847  0.413
H5 -0.3075 -2.0760 2.1866  0.219
H6 -1.6267 -1.2118 2.9576  0.202
H7 1.8773 0.3158 0.7647  0.445
H8 -3.1321 -2.6283 1.2082  0.220
H9 0.9346 -1.7890 -0.7762  0.513
H10 0.6056 3.4363 -0.8050  0.360
H11 0.0632 1.7390 -2.5500  0.336
H12 0.5077 2.3098 1.2683  0.316
H13 2.1567 0.4075 -1.7019  0.340


Formula: C7H13BeN4O17
Source: OMol25
Level of theory: the ωB97M-V functional and the def2-TZVPD basis

charge	-3
gap between HOMO and LUMO	3.5	eV
energy	-1787.2981	hartree
energy above the lowest of the compared OMol25 structures with the same formula, charge and spin	409.4	kJ/mol

Last column: Mulliken charge in e.
Geometry (Å):
O1 -7.7021 -4.4980 16.3270  -0.627
O2 -7.8653 -3.5681 14.2737  -0.548
O3 -10.5939 0.6184 16.8870  -0.392
O4 -5.2161 -1.5483 18.7148  -0.431
O5 -11.4310 -4.3659 20.0084  -0.715
O6 -11.7414 0.3494 18.7666  -0.792
O7 -9.6931 -4.2281 18.7627  -0.673
O8 -10.0281 -0.8380 18.4045  -0.484
O9 -7.4674 -2.3262 16.1857  -0.501
O10 -9.4708 -1.7263 21.3375  -0.640
O11 -7.2946 -5.6500 20.7721  -0.759
O12 -7.1162 0.3261 17.4672  -0.458
O13 -8.7148 -0.0344 22.5702  -0.539
O14 -10.1621 -6.1839 19.7124  -0.451
O15 -6.4356 -3.6714 21.5454  -0.502
O16 -6.7096 -4.0695 19.4336  -0.535
O17 -7.5387 -0.9966 20.8943  -0.618
N1 -7.4005 2.1165 15.9583  -0.438
N2 -4.3917 -3.0294 17.4283  -0.260
N3 -3.5946 -1.0289 17.2803  -0.494
N4 -6.3730 0.4557 15.3673  -0.256
C1 -7.6703 -3.4685 15.6440  0.526
C2 -10.6850 0.1639 18.0808  0.406
C3 -8.5524 -0.9298 21.6133  0.642
C4 -10.4745 -4.8415 19.4844  0.593
C5 -4.4684 -1.8257 17.8327  0.583
C6 -6.9799 0.9145 16.3603  0.476
C7 -6.7528 -4.5043 20.6062  0.516
Be1 -7.7973 -1.9126 18.5681  1.580
H1 -6.0475 -2.9296 21.0756  0.331
H2 -8.0082 2.6735 16.5420  0.268
H3 -8.0734 -4.4889 14.4485  0.279
H4 -5.0382 -3.7216 17.7790  0.241
H5 -7.3105 2.3812 14.9878  0.072
H6 -7.9615 0.5225 22.3607  0.306
H7 -5.7881 -0.3543 15.5150  0.215
H8 -6.3099 1.0163 14.5295  0.121
H9 -3.7823 -3.1502 16.6319  0.095
H10 -2.7409 -1.3862 16.8759  0.124
H11 -3.6829 -0.0456 17.4937  0.267
H12 -11.4602 1.0316 16.8663  0.234
H13 -10.7753 -6.0576 20.4401  0.238


Formula: C7H13BrF5NSSi
Source: OMol25
Level of theory: the ωB97M-V functional and the def2-TZVPD basis

SMILES	CNC[Si@@](S)(Br)CCCC(F)(F)C(F)(F)F
gap between HOMO and LUMO	9.5	eV
energy	-4090.4024	hartree

Last column: Mulliken charge in e.
Geometry (Å):
Br1 0.2450 2.0811 0.6900  -0.274
S1 1.6309 -0.5130 2.6868  -0.332
Si1 1.0635 -0.0076 0.6847  0.442
F1 -4.2038 2.3472 0.3703  -0.253
F2 -3.0463 1.6895 -1.3311  -0.243
F3 -4.5722 -0.4219 1.0148  -0.313
F4 -2.6564 0.5576 1.4229  -0.274
F5 -5.0683 0.9800 -1.0661  -0.268
N1 3.8539 -0.1000 0.3135  -0.266
C1 2.5955 0.0210 -0.4421  -0.716
C2 -0.1898 -1.2556 0.0381  -0.745
C3 4.9384 0.7153 -0.2287  -0.933
C4 -1.3318 -0.7371 -0.8809  -0.614
C5 -3.4486 0.0846 0.4230  0.834
C6 -2.7486 -1.0241 -0.3357  -1.130
C7 -3.9446 1.3056 -0.4104  0.598
H1 0.6806 0.2034 3.3008  0.127
H2 -0.5939 -1.8351 0.8766  0.443
H3 5.0263 0.6508 -1.3259  0.323
H4 4.1494 -1.0679 0.3081  0.203
H5 2.5076 -0.7491 -1.2219  0.396
H6 -2.6932 -1.8450 0.3921  0.457
H7 2.5834 1.0015 -0.9365  0.308
H8 4.7859 1.7635 0.0480  0.292
H9 0.4283 -1.9645 -0.5343  0.430
H10 -3.4294 -1.3624 -1.1263  0.378
H11 5.8892 0.3873 0.2055  0.323
H12 -1.1924 0.3262 -1.0784  0.385
H13 -1.2588 -1.2311 -1.8567  0.420


Formula: C7H13BrN2O6P
Source: OMol25
Level of theory: the ωB97M-V functional and the def2-TZVPD basis

charge	-1
gap between HOMO and LUMO	7.4	eV
energy	-3750.9582	hartree
energy above the lowest of the compared OMol25 structures with the same formula, charge and spin	15.6	kJ/mol

Last column: Mulliken charge in e.
Geometry (Å):
Br1 0.5753 1.5951 -1.7816  -0.055
P1 1.1879 1.7063 1.1315  0.571
O1 -2.9589 -0.4324 -0.9352  -0.343
O2 -4.6593 0.4482 -2.0506  -0.510
O3 0.2570 2.9779 0.8744  -0.516
O4 0.3794 0.9625 2.2992  -0.546
O5 3.6027 0.3693 -1.6073  -0.702
O6 2.3354 -1.3102 -2.4555  -0.717
N1 0.8854 0.6712 -0.1708  0.282
N2 2.6602 2.0001 1.5120  -0.752
C1 -2.1846 -0.1636 0.2639  -0.401
C2 -1.3770 -1.3837 0.6038  -0.657
C3 1.8324 -0.4645 -0.2586  -0.006
C4 -3.7397 0.5717 -1.3028  0.233
C5 1.0946 -1.8093 -0.0803  -1.003
C6 2.6932 -0.4696 -1.5888  0.175
C7 -0.3816 -1.8276 -0.4874  -0.803
H1 -0.6105 -2.8711 -0.7105  0.405
H2 2.5637 -0.3688 0.5454  0.389
H3 1.1411 -2.0996 0.9778  0.403
H4 0.8090 0.1107 2.4580  0.407
H5 -3.4697 1.5558 -0.8965  0.307
H6 2.8828 2.9855 1.4910  0.204
H7 0.8042 3.7024 0.5545  0.320
H8 1.6424 -2.5470 -0.6551  0.495
H9 -2.8813 0.0510 1.0783  0.416
H10 -0.5364 -1.2874 -1.4186  0.417
H11 -0.8316 -1.2157 1.5300  0.307
H12 -1.5761 0.7250 0.1147  0.224
H13 -2.0820 -2.1932 0.7991  0.455